1.
The following is a quantum chemistry calculation of C3H5NO2 as an isolated structure, from the OMol25 dataset.

Each line ends with the Mulliken charge.
Atoms and positions in Å:
N -1.483 0.505 0.225  -0.53
C -1.064 0.516 -1.061  -0.30
O 0.256 0.413 -1.200  -0.14
C 1.073 0.157 -0.045  -0.26
C 0.823 -1.216 0.557  0.03
O 1.313 -1.556 1.605  -0.47
H -2.501 0.417 0.208  0.35
H -1.630 1.539 -0.562  0.40
H 0.922 0.919 0.723  0.27
H 2.106 0.204 -0.406  0.31
H 0.186 -1.898 -0.046  0.33

Atoms 1-6, force components in eV/Å:
N -0.023 -0.071 -0.263
C 0.202 -0.279 0.157
O -0.114 0.041 -0.085
C 0.054 0.041 0.155
C 0.205 -0.069 0.391
O -0.267 0.171 -0.564

Properties
Charge: 0
M (g/mol): 87.08
HOMO-LUMO gap (eV): 9.9
Electronic energy (a.u.): -322.38753
LUMO (eV): 0.66


2.
The following is a quantum chemistry calculation of C33H26Cl6O4P2Sm as an isolated structure, from the OMol25 dataset.

Each line ends with the Mulliken spin population.
Atoms and positions in Å:
Sm 0.102 1.760 0.939  5.07
Cl -2.131 3.750 0.192  0.00
C -2.945 2.641 1.321  0.00
C -2.136 1.715 1.920  -0.02
C -2.748 0.852 2.807  0.00
Cl -1.766 -0.315 3.666  0.00
C -4.118 0.891 3.058  0.00
Cl -4.852 -0.210 4.149  0.00
C -4.902 1.853 2.405  0.00
Cl -6.589 1.927 2.695  0.00
C -4.315 2.759 1.520  0.00
Cl -5.238 3.957 0.716  0.00
O 0.993 3.221 2.576  0.00
Cl 1.942 3.560 1.458  0.00
O 2.908 4.513 1.789  0.00
O 1.048 3.926 0.338  0.00
O 2.479 2.236 1.060  -0.01
C 2.189 -1.451 -1.569  0.00
C 2.212 0.076 -1.527  -0.01
P 0.700 1.086 -1.895  0.01
C 0.982 1.909 -3.476  0.00
C -0.047 2.024 -4.408  0.00
C 0.170 2.703 -5.599  0.00
C 1.405 3.275 -5.861  0.00
C 2.425 3.188 -4.923  0.00
C 2.213 2.514 -3.731  0.00
C -0.730 0.004 -2.145  0.00
C -1.885 0.330 -1.435  0.00
C -3.048 -0.422 -1.563  0.00
C -3.060 -1.509 -2.420  0.00
C -1.927 -1.826 -3.168  0.00
C -0.776 -1.069 -3.041  0.00
C 1.252 -2.144 -0.567  0.00
P 0.675 -1.241 0.921  -0.01
C 2.102 -1.013 2.015  0.01
C 3.308 -1.694 1.847  0.00
C 4.382 -1.442 2.689  0.00
C 4.264 -0.511 3.712  0.00
C 3.071 0.172 3.897  0.00
C 2.004 -0.076 3.048  0.00
C -0.356 -2.503 1.703  -0.01
C -1.580 -2.793 1.099  0.00
C -2.425 -3.737 1.659  0.00
C -2.054 -4.393 2.826  0.00
C -0.838 -4.107 3.426  0.00
C 0.015 -3.164 2.867  0.00
H 3.210 -1.780 -1.368  0.00
H 1.961 -1.805 -2.574  0.00
H 2.974 0.453 -2.212  0.00
H 2.563 0.374 -0.534  0.00
H -1.018 1.586 -4.214  0.00
H -0.631 2.784 -6.321  0.00
H 1.573 3.796 -6.794  0.00
H 3.384 3.650 -5.115  0.00
H 3.009 2.485 -2.995  0.00
H -1.928 1.232 -0.826  0.00
H -3.937 -0.146 -1.009  0.00
H -3.960 -2.101 -2.531  0.00
H -1.953 -2.658 -3.859  0.00
H 0.086 -1.302 -3.653  0.00
H 1.687 -3.080 -0.210  0.00
H 0.312 -2.426 -1.046  0.00
H 3.412 -2.431 1.061  0.00
H 5.313 -1.976 2.549  0.00
H 5.102 -0.320 4.368  0.00
H 2.971 0.895 4.695  0.00
H 1.072 0.456 3.250  0.00
H -1.891 -2.266 0.203  0.00
H -3.376 -3.955 1.191  0.00
H -2.716 -5.126 3.268  0.00
H -0.550 -4.617 4.336  0.00
H 0.957 -2.942 3.352  0.00

Atoms 1-6, force components in eV/Å:
Sm -2.125 -1.484 -0.496
Cl 0.068 -0.233 0.067
C -0.229 0.340 -0.273
C 0.516 -0.294 0.065
C -0.226 -0.158 0.255
Cl -0.064 0.234 -0.142

Properties
Charge: +1
<S²>: 8.764
M (g/mol): 911.59
HOMO-LUMO gap (alpha / beta) (eV): 7.6 / 8.7
Electronic energy (a.u.): -5675.48251
Spin multiplicity: 6
LUMO (alpha / beta) (eV): -3.78 / -2.73


3.
The following is a quantum chemistry calculation of a 10-piece molecular cluster, C43H105O31P5S2 overall, from the OMol25 dataset.

Each line ends with the Mulliken charge.
Atoms and positions in Å:
C 24.312 20.239 20.358  -1.00
C 24.647 19.241 19.227  -0.11
O 24.456 17.862 19.695  -0.38
P 22.991 17.137 19.542  0.04
O 22.975 15.906 20.354  -0.37
O 22.711 17.000 17.986  0.38
C 23.500 15.945 17.214  -0.50
C 22.610 14.690 17.075  -0.16
O 21.944 18.232 19.915  -0.20
C 20.614 17.793 20.291  -0.33
C 19.610 17.993 19.141  -0.23
H 24.801 20.081 21.320  0.27
H 24.664 21.211 20.016  0.38
H 23.234 20.160 20.477  0.19
H 23.941 19.330 18.415  0.14
H 25.693 19.308 18.900  0.36
H 23.664 16.528 16.309  0.21
H 24.444 15.664 17.655  0.39
H 23.085 13.869 16.595  0.62
H 22.260 14.396 18.063  0.09
H 21.751 14.988 16.454  -0.42
H 20.647 16.794 20.710  -0.07
H 20.303 18.380 21.186  0.39
H 19.988 17.362 18.347  -0.25
H 18.645 17.741 19.565  0.26
H 19.746 19.018 18.777  0.36
C 23.461 12.668 21.768  -1.11
C 22.477 13.571 22.562  0.24
O 21.531 12.758 23.251  -0.36
P 19.987 12.716 22.927  0.35
O 19.644 12.889 21.495  0.23
O 19.534 11.352 23.574  -0.44
C 19.961 10.179 22.818  -0.04
C 20.867 9.422 23.728  -1.34
O 19.335 13.815 23.863  -0.27
C 17.956 14.043 23.770  0.14
C 17.563 14.756 25.086  -1.36
H 24.186 12.097 22.400  0.27
H 22.776 11.981 21.279  0.26
H 24.104 13.182 21.085  0.35
H 22.916 14.133 23.420  0.33
H 22.000 14.239 21.841  -0.12
H 19.054 9.634 22.524  0.23
H 20.353 10.502 21.871  0.36
H 21.179 8.526 23.175  0.40
H 21.799 9.954 23.928  0.28
H 20.313 9.132 24.667  0.27
H 17.797 14.625 22.858  0.15
H 17.361 13.084 23.614  0.17
H 17.658 14.089 25.991  0.29
H 18.215 15.590 25.133  0.35
H 16.547 15.155 24.982  0.38
C 23.788 18.703 13.100  -0.72
C 23.318 18.332 11.712  -0.33
O 22.030 17.744 11.728  -0.29
P 21.733 16.317 12.367  0.01
O 22.862 15.439 12.129  -0.66
O 21.335 16.444 13.923  0.63
C 20.482 17.490 14.525  -0.46
C 19.100 16.792 14.723  -1.18
O 20.427 15.876 11.631  -0.26
C 20.529 15.573 10.218  -0.31
C 19.873 14.261 9.890  -1.02
H 23.671 17.841 13.773  -0.02
H 24.856 19.065 12.995  0.39
H 23.261 19.586 13.442  0.30
H 23.285 19.247 11.143  0.35
H 23.971 17.609 11.240  0.27
H 21.037 17.756 15.379  0.32
H 20.431 18.307 13.828  0.46
H 18.728 16.516 13.762  0.29
H 19.299 15.875 15.276  -0.04
H 18.477 17.521 15.128  0.73
H 20.015 16.365 9.664  0.27
H 21.578 15.498 10.008  0.40
H 20.491 13.409 10.217  0.11
H 18.959 14.210 10.441  0.20
H 19.738 14.111 8.838  0.46
C 23.754 12.708 8.956  -1.07
C 24.287 12.723 10.427  0.51
O 23.976 11.394 11.041  -0.47
P 22.632 11.172 11.842  1.12
O 21.311 11.262 11.229  -0.64
O 22.892 9.807 12.625  -0.37
C 22.258 8.562 12.138  -0.35
C 20.942 8.331 12.987  -0.72
O 22.871 12.272 12.946  -0.47
C 21.745 12.748 13.737  0.12
C 20.879 11.597 14.286  1.02
H 23.874 13.718 8.513  0.36
H 24.144 11.833 8.411  0.34
H 22.680 12.548 8.866  0.21
H 25.377 12.884 10.533  0.25
H 23.789 13.415 11.094  -0.23
H 21.998 8.624 11.066  0.29
H 22.949 7.717 12.356  0.34
H 21.124 8.293 14.061  0.25
H 20.226 9.124 12.850  0.04
H 20.506 7.350 12.663  0.42
H 22.199 13.457 14.413  0.22
H 21.058 13.359 13.180  -0.39
H 20.026 12.122 14.649  -0.44
H 20.703 10.946 13.480  -0.62
H 21.294 11.020 15.150  0.29
C 15.070 12.590 16.498  0.76
C 13.635 12.633 16.055  -1.00
O 12.703 12.109 17.015  0.18
P 12.641 10.645 17.602  0.86
O 13.497 10.206 18.722  -0.84
O 12.734 9.765 16.322  -0.28
C 13.057 8.353 16.462  -0.23
C 11.777 7.571 16.733  -1.32
O 11.109 10.760 18.094  -0.34
C 10.031 11.025 17.072  0.09
C 8.734 11.220 17.786  -1.40
H 15.183 13.142 17.470  0.10
H 15.551 11.599 16.500  -0.34
H 15.612 13.166 15.738  -0.05
H 13.272 13.660 15.845  0.35
H 13.564 12.018 15.120  0.17
H 13.483 8.077 15.539  0.39
H 13.826 8.287 17.176  0.26
H 11.019 7.799 15.988  0.23
H 12.080 6.575 16.617  0.54
H 11.508 7.729 17.752  0.31
H 10.448 11.877 16.491  0.20
H 10.002 10.185 16.414  0.21
H 7.950 11.400 17.034  0.39
H 8.395 10.381 18.406  0.31
H 8.799 12.090 18.354  0.36
C 15.528 16.127 17.953  0.35
O 16.179 15.428 16.890  -0.53
C 17.192 14.658 17.114  0.72
O 17.673 14.091 16.181  -0.70
O 17.657 14.659 18.362  -0.15
C 18.989 14.103 18.568  -0.18
H 14.929 15.437 18.578  -0.15
H 14.919 16.889 17.439  0.25
H 16.205 16.655 18.607  -0.09
H 19.224 14.326 19.614  -0.06
H 19.730 14.599 17.960  0.00
H 19.099 13.058 18.402  0.26
C 18.004 10.029 15.995  -0.40
O 18.016 10.832 14.795  0.32
C 16.801 11.106 14.250  0.51
O 15.760 10.530 14.375  -0.61
O 16.879 12.097 13.410  -0.47
C 18.021 12.892 13.222  0.08
H 18.086 9.004 15.718  0.51
H 17.052 10.135 16.543  -0.37
H 18.821 10.339 16.661  0.42
H 18.469 13.302 14.099  -0.21
H 17.750 13.708 12.573  0.16
H 18.761 12.219 12.765  0.31
C 16.423 20.269 18.363  -0.51
O 15.486 20.420 19.413  -0.37
C 14.406 19.605 19.448  0.85
O 14.048 18.879 18.565  -0.55
O 13.736 19.845 20.636  -0.34
C 12.377 19.366 20.611  -0.39
H 16.684 21.267 18.044  0.33
H 16.036 19.681 17.559  0.34
H 17.271 19.796 18.794  0.10
H 11.836 19.750 19.747  0.31
H 11.895 19.662 21.544  0.27
H 12.324 18.247 20.626  0.00
C 12.452 13.238 20.376  -0.57
S 12.744 14.994 20.808  0.33
O 14.210 15.199 20.758  -0.48
C 12.104 15.575 19.227  -0.36
H 13.145 12.870 19.664  -0.10
H 11.395 13.102 20.066  0.23
H 12.581 12.647 21.256  0.51
H 12.666 16.485 18.974  0.00
H 11.047 15.746 19.292  0.49
H 12.351 14.823 18.499  -0.03
C 17.004 10.798 21.217  -0.61
S 17.791 10.119 19.714  0.80
O 19.077 9.461 20.126  -0.72
C 16.488 8.847 19.357  -0.71
H 16.881 10.044 22.097  0.35
H 16.011 11.208 20.875  0.45
H 17.607 11.697 21.446  -0.23
H 15.615 9.369 18.992  -0.08
H 16.388 8.249 20.267  0.48
H 16.922 8.331 18.446  0.33

Atoms 1-6, force components in eV/Å:
C 0.224 -0.457 -0.964
C 0.040 -0.793 1.370
O -1.422 -0.229 -0.181
P 2.382 -0.511 0.582
O -0.128 0.457 -0.705
O 1.103 -1.283 -0.194

Properties
Charge: 0
M (g/mol): 1337.29
HOMO-LUMO gap (eV): 9.0
Electronic energy (a.u.): -6537.40249
LUMO (eV): 0.42